C2H2FO2S | ωB97M-V/def2-TZVPD

Geometry (Å):
C (1.872, -0.387, -0.514)
C (1.532, -0.613, -1.754)
O (1.220, -0.040, 3.466)
O (-0.168, -1.704, 2.337)
F (0.133, -0.661, -2.171)
S (0.273, -0.327, 2.362)
H (2.970, -0.271, -0.469)
H (1.274, -0.592, 0.484)

Properties
multiplicity = 3
ΔE to the lowest compared entry with this formula, charge and spin = 0.178 eV
net charge = -1
energy = -19750.8644 eV
Kohn-Sham gap (spin up / spin down) = 5.6 / 6.7 eV

Want to see where the charge sits? The Mulliken charges in e are: atom 1 (C): -0.10, atom 2 (C): 0.01, atom 3 (O): -0.58, atom 4 (O): -0.54, atom 5 (F): -0.23, atom 6 (S): 0.21, atom 7 (H): 0.25, atom 8 (H): -0.02

C2H2FO2V | ωB97M-V/def2-TZVPD

Geometry (Å):
F (-1.095, 1.631, 3.297)
O (-0.599, -2.296, -1.135)
C (-0.080, -1.313, -1.016)
C (0.547, 0.033, -0.765)
O (-0.327, 0.661, 0.031)
V (-0.666, 1.039, 1.723)
H (0.671, 0.458, -1.783)
H (1.548, -0.213, -0.353)

Properties
multiplicity = 4
ΔE to the lowest compared entry with this formula, charge and spin = 0.520 eV
net charge = +1
energy = -34597.3278 eV
Kohn-Sham gap (spin up / spin down) = 7.1 / 11.2 eV

Want to see where the charge sits? The Mulliken charges in e are: atom 1 (F): -0.66, atom 2 (O): 0.02, atom 3 (C): 0.49, atom 4 (C): -0.12, atom 5 (O): -0.91, atom 6 (V): 1.56, atom 7 (H): 0.31, atom 8 (H): 0.31

C2H2FO3P | ωB97M-V/def2-TZVPD

Geometry (Å):
C (0.220, -0.389, -0.801)
C (1.153, -1.042, -0.022)
O (3.055, 1.513, 0.103)
O (4.297, -0.250, -1.304)
O (4.426, -0.423, 1.170)
F (0.677, -2.209, 0.660)
P (3.684, 0.132, 0.027)
H (0.454, 0.298, -1.527)
H (-0.909, -0.416, -0.758)

Properties
ΔE to the lowest compared entry with this formula, charge and spin = 1.456 eV
net charge = -2
energy = -20254.0439 eV
Kohn-Sham gap = 7.3 eV

Results of the Mulliken charge analysis, in e, for atoms 1 through 8: atom 1 (C): -0.86, atom 2 (C): -0.21, atom 3 (O): -0.68, atom 4 (O): -0.70, atom 5 (O): -0.67, atom 6 (F): -0.24, atom 7 (P): 0.88, atom 8 (H): 0.25

C2H2FO3S | ωB97M-V/def2-TZVPD

Geometry (Å):
C (0.847, 0.303, -1.075)
C (0.586, -0.232, 0.189)
O (-2.073, -1.382, 0.601)
O (0.958, -0.165, -2.162)
O (-1.407, 0.865, 1.681)
F (1.354, 1.775, -1.018)
S (-1.547, 0.001, 0.484)
H (0.888, 0.115, 1.117)
H (0.395, -1.280, 0.183)

Properties
multiplicity = 3
ΔE to the lowest compared entry with this formula, charge and spin = 0.302 eV
net charge = -1
energy = -21799.8173 eV
Kohn-Sham gap (spin up / spin down) = 5.2 / 8.1 eV

Results of the Mulliken charge analysis, in e, for atoms 1 through 8: atom 1 (C): 0.55, atom 2 (C): -0.70, atom 3 (O): -0.56, atom 4 (O): -0.56, atom 5 (O): -0.53, atom 6 (F): -0.40, atom 7 (S): 0.49, atom 8 (H): 0.43

C2H2FOS | ωB97M-V/def2-TZVPD

Geometry (Å):
C (1.751, -0.662, 0.214)
C (-1.114, 0.298, -0.218)
O (1.253, -1.587, 0.744)
F (-1.542, 1.112, 0.837)
S (2.658, 0.493, -0.242)
H (-1.565, -0.635, -0.174)
H (-1.442, 0.982, -1.162)

Properties
ΔE to the lowest compared entry with this formula, charge and spin = 2.953 eV
net charge = -1
energy = -17704.7090 eV
Kohn-Sham gap (spin up / spin down) = 4.3 / 4.3 eV

Want to see where the charge sits? The Mulliken charges in e are: atom 1 (C): 0.13, atom 2 (C): -0.43, atom 3 (O): -0.09, atom 4 (F): -0.31, atom 5 (S): -0.33, atom 6 (H): 0.03, atom 7 (H): 0.00

C2H2FP | ωB97M-V/def2-TZVPD

Geometry (Å):
C (-2.698, 0.141, -0.264)
C (-2.004, -1.528, -0.728)
F (-3.935, 0.500, 0.118)
P (-1.101, -0.144, 0.197)
H (-1.082, -0.202, 1.604)
H (-0.585, 1.153, -0.211)

Properties
ΔE to the lowest compared entry with this formula, charge and spin = 7.258 eV
net charge = 0
energy = -14104.2531 eV
Kohn-Sham gap (spin up / spin down) = 8.2 / 8.3 eV
SMILES = FC1=C=[PH2]1

Want to see where the charge sits? The Mulliken charges in e are: atom 1 (C): 0.23, atom 2 (C): -0.20, atom 3 (F): -0.18, atom 4 (P): 0.00, atom 5 (H): 0.07, atom 6 (H): 0.08

C2H2I2O2S | ωB97M-V/def2-TZVPD

Geometry (Å):
C (0.811, 0.995, 2.023)
C (-0.612, -0.007, -0.784)
O (1.508, 1.802, 1.613)
O (-0.031, 0.303, 2.340)
S (0.452, -1.399, -0.309)
I (0.483, 1.614, -1.756)
I (-0.141, -3.300, -1.605)
H (-1.253, -0.424, -1.617)
H (-1.217, 0.418, 0.096)

Properties
ΔE to the lowest compared entry with this formula, charge and spin = 0.542 eV
net charge = 0
energy = -33238.1751 eV
Kohn-Sham gap = 7.9 eV
SMILES = O=C=O.ICSI

Results of the Mulliken charge analysis, in e, for atoms 1 through 8: atom 1 (C): 0.69, atom 2 (C): -0.78, atom 3 (O): -0.33, atom 4 (O): -0.33, atom 5 (S): -0.02, atom 6 (I): 0.08, atom 7 (I): -0.01, atom 8 (H): 0.37

C2H2IN3 | ωB97M-V/def2-TZVPD

Geometry (Å):
C (-0.001, -0.198, -0.923)
C (1.039, 1.166, -2.070)
N (0.325, 0.071, -2.138)
N (1.144, 1.710, -0.714)
N (0.480, 0.775, -0.044)
I (1.778, 2.144, -3.639)
H (-0.466, -1.028, -0.449)
H (0.147, 0.805, 0.897)

Properties
ΔE to the lowest compared entry with this formula, charge and spin = 0.590 eV
net charge = 0
energy = -14676.1402 eV
Kohn-Sham gap = 9.5 eV
SMILES = Ic1nc[nH]n1

Want to see where the charge sits? The Mulliken charges in e are: atom 1 (C): -0.04, atom 2 (C): 0.07, atom 3 (N): -0.44, atom 4 (N): -0.55, atom 5 (N): 0.18, atom 6 (I): 0.16, atom 7 (H): 0.38, atom 8 (H): 0.24

What did the third record say?
C2H2FO3P | ωB97M-V/def2-TZVPD

Geometry (Å):
C (0.220, -0.389, -0.801)
C (1.153, -1.042, -0.022)
O (3.055, 1.513, 0.103)
O (4.297, -0.250, -1.304)
O (4.426, -0.423, 1.170)
F (0.677, -2.209, 0.660)
P (3.684, 0.132, 0.027)
H (0.454, 0.298, -1.527)
H (-0.909, -0.416, -0.758)

Properties
ΔE to the lowest compared entry with this formula, charge and spin = 1.456 eV
net charge = -2
energy = -20254.0439 eV
Kohn-Sham gap = 7.3 eV

Results of the Mulliken charge analysis, in e, for atoms 1 through 8: atom 1 (C): -0.86, atom 2 (C): -0.21, atom 3 (O): -0.68, atom 4 (O): -0.70, atom 5 (O): -0.67, atom 6 (F): -0.24, atom 7 (P): 0.88, atom 8 (H): 0.25

Which value of net charge does entry 4 give?
-1